1.
Formula: C3H15N3O2
Source: OMol25
Level of theory: ωB97M-V/def2-TZVPD

The SMILES is NCCNCN.O.O. The energy above the lowest of the compared OMol25 structures with the same formula, charge and spin comes out at 2.244 eV. The HOMO-LUMO gap is 0.3467 Ha. The calculation puts the maximum force at 3.54 eV/A.

Structure (XYZ):
```
23
C3H15N3O2 ωB97M-V/def2-TZVPD
C 0.1706 0.0197 -1.1117
N -0.1293 1.1665 -0.2396
C -1.3463 0.8513 0.7386
N -1.0703 0.8108 2.1559
C -0.1020 0.5608 -2.5454
N 0.6938 -0.1827 -3.5893
H -0.1476 -0.9807 -0.6678
H 1.3007 -0.1048 -1.1032
H 0.6610 1.3073 0.3832
H -2.0603 0.0099 0.5251
H -1.9916 1.8013 0.5552
H -0.3258 0.2282 2.4275
H -1.0478 1.7261 2.6097
H -1.2025 0.5556 -2.4601
H 0.1041 1.6350 -2.6073
H 1.3529 -0.9033 -3.3039
H 0.3262 -0.4126 -4.5151
H 0.1098 -3.3365 1.4759
H -1.3796 -2.7219 1.7447
O -0.7353 -3.3969 1.8394
H 1.7200 0.7440 3.1132
H 2.7647 0.4595 1.9047
O 2.3346 0.1634 2.6707
```

2.
Formula: C3H15NO3
Source: OMol25
Level of theory: ωB97M-V/def2-TZVPD

The SMILES is CCNC.O.O.O. The energy above the lowest of the compared OMol25 structures with the same formula, charge and spin comes out at 1.560 eV. The HOMO-LUMO gap is 0.3513 Ha. The calculation puts the maximum force at 2.11 eV/A.

Structure (XYZ):
```
22
C3H15NO3 ωB97M-V/def2-TZVPD
C -1.2741 0.4783 -1.0112
C 0.1314 1.0825 -1.1126
N 0.9808 0.7466 0.0485
C 1.6539 1.9144 0.6330
H -2.0057 1.1589 -1.4275
H -1.4653 0.4862 0.0656
H -1.3828 -0.5364 -1.3485
H -0.0136 2.1739 -1.1642
H 0.5833 0.7751 -2.0551
H 1.4106 -0.1686 -0.0592
H 0.8603 2.4845 1.1306
H 2.4956 1.5490 1.1962
H 2.0137 2.5526 -0.2037
H -2.2472 -1.7634 0.9076
H -0.8755 -2.3121 0.5662
O -1.8147 -2.5250 0.5065
H 0.0528 -1.1919 -2.3214
H 1.6054 -1.6669 -2.0065
O 0.6708 -1.6959 -1.7958
H 0.5137 0.2407 3.0510
H -0.0019 0.4316 1.6501
O -0.3151 0.3931 2.5840
```

3.
Formula: C3H15NO3S
Source: OMol25
Level of theory: ωB97M-V/def2-TZVPD

The SMILES is CNCCS.O.O.O. The energy above the lowest of the compared OMol25 structures with the same formula, charge and spin comes out at 0.918 eV. The HOMO-LUMO gap is 0.3560 Ha. The calculation puts the maximum force at 1.35 eV/A.

Structure (XYZ):
```
23
C3H15NO3S ωB97M-V/def2-TZVPD
C 1.2667 -2.0203 1.0163
N 0.3504 -0.9664 0.5486
C -0.2871 -1.3456 -0.7069
C -0.9105 -0.1518 -1.4616
S -2.5500 -0.5868 -2.1058
H 2.0387 -2.0932 0.2541
H 0.8057 -2.9918 1.2164
H 1.7091 -1.6609 1.9359
H -0.3575 -0.8277 1.2640
H 0.4822 -1.8356 -1.3201
H -0.9218 -2.2366 -0.6144
H -0.9008 0.7185 -0.8112
H -0.2253 0.0496 -2.2801
H -2.9202 -1.4413 -1.1666
H 0.2742 1.5556 1.9780
H -1.3179 1.6226 2.1585
O -0.4621 1.6748 2.5825
H -1.4096 3.0001 0.1669
H 0.0748 2.9427 0.5727
O -0.5317 3.2889 -0.0767
H 2.5436 1.4303 -1.5126
H 1.4287 0.5049 -0.7474
O 1.8205 1.3698 -0.8901
```

4.
Formula: C3H15NO4
Source: OMol25
Level of theory: ωB97M-V/def2-TZVPD

The SMILES is C[C@H](O)CN.O.O.O. The energy above the lowest of the compared OMol25 structures with the same formula, charge and spin comes out at 1.389 eV. The HOMO-LUMO gap is 0.3827 Ha. The calculation puts the maximum force at 2.81 eV/A.

Structure (XYZ):
```
23
C3H15NO4 ωB97M-V/def2-TZVPD
C -1.2327 0.6040 0.3702
C 0.3523 0.4350 0.7414
C 0.8154 1.8133 1.2427
O 1.0993 0.1030 -0.4433
N -1.9393 -0.5936 -0.1024
H -1.8826 1.0438 1.1468
H -1.2881 1.2771 -0.4775
H 0.5421 -0.3544 1.4461
H 0.9070 2.0572 2.2858
H 1.8716 1.9069 0.8775
H 0.3530 2.6025 0.6422
H 0.4597 -0.5702 -0.8047
H -2.7288 -0.4000 -0.7143
H -2.3166 -1.1899 0.6160
H 1.6978 -4.4951 3.7567
H 3.0555 -5.0205 3.2339
O 2.1962 -5.2929 3.5652
H 0.2885 3.2517 -3.3019
H -0.1465 4.6826 -3.6781
O -0.0746 3.7862 -4.0155
H -0.4942 -1.5726 -2.8418
H -1.0533 -1.8607 -1.4215
O -0.4817 -2.2134 -2.1236
```

5.
Formula: C3H15NO4
Source: OMol25
Level of theory: ωB97M-V/def2-TZVPD

The SMILES is C=CNC.O.O.O.O. The energy above the lowest of the compared OMol25 structures with the same formula, charge and spin comes out at 3.183 eV. The HOMO-LUMO gap is 0.3230 Ha. The calculation puts the maximum force at 6.22 eV/A.

Structure (XYZ):
```
23
C3H15NO4 ωB97M-V/def2-TZVPD
C -1.8618 -1.8749 -1.1701
C -0.5557 -2.0856 -0.9552
N 0.3953 -2.4293 -1.8891
C 1.7122 -2.5233 -1.3493
H -2.2335 -1.6895 -2.1542
H -2.6043 -1.7952 -0.4004
H -0.3250 -2.3907 0.0037
H 0.3477 -1.8075 -2.7955
H 1.8524 -3.0769 -0.4527
H 2.3715 -2.7755 -2.1233
H 2.3965 -1.6182 -1.0065
H -2.0402 1.5025 3.2325
H -1.8200 0.5706 2.0452
O -1.8911 1.5471 2.2886
H 2.2065 2.1723 -0.3443
H 1.0016 3.0582 -0.8290
O 1.4008 2.2702 -0.9208
H 0.5570 6.0060 0.6001
H -0.3230 4.8675 0.7700
O 0.0877 5.3419 0.1338
H 0.1835 -0.4499 2.2821
H -0.6252 -1.7473 2.1656
O -0.2332 -1.0723 2.8687
```

6.
Formula: C3H15NO4
Source: OMol25
Level of theory: ωB97M-V/def2-TZVPD

The SMILES is C[C@H](N)CO.O.O.O. The energy above the lowest of the compared OMol25 structures with the same formula, charge and spin comes out at 1.624 eV. The HOMO-LUMO gap is 0.3581 Ha. The calculation puts the maximum force at 2.84 eV/A.

Structure (XYZ):
```
23
C3H15NO4 ωB97M-V/def2-TZVPD
C -0.4168 0.3755 1.0381
O -1.5417 1.0857 0.3947
C -0.6086 -1.1139 0.9615
C 0.3920 -1.8637 1.9236
N -0.5104 -1.5558 -0.4183
H -0.4941 0.7490 2.0357
H 0.3845 0.8048 0.4446
H -1.5927 0.5666 -0.4234
H -1.6049 -1.3846 1.3006
H -0.2098 -2.3545 2.6850
H 0.8934 -2.6009 1.3048
H 1.1010 -1.1729 2.3748
H -1.1332 -2.2974 -0.6726
H 0.3793 -1.4680 -0.8646
H -1.7729 1.7634 -2.5745
H -0.6954 1.1571 -3.5242
O -1.1571 1.0353 -2.6926
H 1.4200 2.2686 1.7070
H 0.3845 2.8048 0.8048
O 1.2384 3.0499 1.1861
H 1.5702 0.4361 -2.9051
H 1.7254 -0.4863 -1.8290
O 2.2488 0.2014 -2.2568
```

7.
Formula: C3H15NO4
Source: OMol25
Level of theory: ωB97M-V/def2-TZVPD

The SMILES is C[C@H](N)CO.O.O.O. The energy above the lowest of the compared OMol25 structures with the same formula, charge and spin comes out at 2.304 eV. The HOMO-LUMO gap is 0.3870 Ha. The calculation puts the maximum force at 4.17 eV/A.

Structure (XYZ):
```
23
C3H15NO4 ωB97M-V/def2-TZVPD
C -0.6062 -0.8438 -1.4426
O -1.3176 0.0683 -0.6969
C 0.9459 -0.3382 -1.3857
C 1.6517 -1.6267 -1.9518
N 1.1554 0.1945 -0.0252
H -0.9590 -1.0500 -2.4987
H -0.7080 -1.7050 -0.6876
H -1.1571 0.9889 -0.5006
H 0.8536 0.4768 -2.0689
H 1.6783 -1.6732 -3.0364
H 2.7475 -1.7323 -1.7577
H 1.2722 -2.6101 -1.7285
H 2.1451 0.4375 0.0858
H 1.0336 -0.5269 0.6658
H -1.0470 2.9524 -0.2297
H 0.1754 2.0136 0.3180
O -0.0899 2.9023 0.0252
H -1.3694 -1.5192 1.2534
H -2.5922 -0.6069 1.3563
O -1.8734 -1.0184 1.9244
H -0.4639 0.4003 2.5645
H 0.7924 0.4920 3.5205
O 0.4600 0.4327 2.6547
```

8.
Formula: C3H15NO4
Source: OMol25
Level of theory: ωB97M-V/def2-TZVPD

The SMILES is C[C@H](N)CO.O.O.O. The energy above the lowest of the compared OMol25 structures with the same formula, charge and spin comes out at 1.389 eV. The HOMO-LUMO gap is 0.3655 Ha. The calculation puts the maximum force at 2.74 eV/A.

Structure (XYZ):
```
23
C3H15NO4 ωB97M-V/def2-TZVPD
C 0.8043 0.8676 1.0413
O 1.5969 -0.2116 0.5709
C 0.5247 1.8367 -0.1101
C 0.2906 3.2749 0.3077
N -0.6469 1.4434 -0.9664
H 1.5142 1.4111 1.6605
H -0.1880 0.5980 1.4168
H 1.5528 -0.4754 -0.3543
H 1.2974 1.7240 -0.8774
H 0.4699 3.9711 -0.5149
H -0.6828 3.5576 0.7006
H 0.9695 3.5687 1.1188
H -1.1697 0.6244 -0.6890
H -0.3151 1.2494 -1.8999
H -0.8615 -2.2338 -1.6063
H 0.1541 -2.0751 -0.5025
O -0.0145 -1.8107 -1.4239
H 1.7022 -2.1274 0.9973
H 0.4217 -2.3615 1.8465
O 1.0007 -2.7583 1.1931
H -2.3015 -1.0590 -0.4139
H -3.8072 -1.1477 -0.8004
O -3.0631 -1.6461 -0.4554
```

9.
Formula: C3H15O5
Source: OMol25
Level of theory: ωB97M-V/def2-TZVPD

The energy above the lowest of the compared OMol25 structures with the same formula, charge and spin comes out at 1.042 eV. The HOMO-LUMO gap is 0.3197 Ha. The calculation puts the maximum force at 2.71 eV/A. Its charge is -1.

Structure (XYZ):
```
23
C3H15O5 ωB97M-V/def2-TZVPD
C -0.5772 0.9862 -0.7711
O -0.9327 1.1213 0.5669
C -0.2434 -0.5111 -1.1156
C -1.2309 -1.4633 -0.5243
H -1.4202 1.3547 -1.3801
H 0.2211 1.7012 -1.1178
H -0.2454 -0.4322 -2.2210
H 0.7574 -0.6801 -0.7192
H -2.3052 -1.4388 -0.7575
H -0.8860 -2.4991 -0.5026
H -1.3578 -1.2083 0.5248
H 1.6041 0.9955 2.0548
H -0.0510 0.8847 1.0405
O 1.3567 0.3318 1.4091
H 3.2896 1.4392 -1.3099
H 2.2587 1.8001 -0.3658
O 2.6914 2.1863 -1.1501
H 2.6017 -0.9109 1.4169
H 2.5676 -2.3775 1.0760
O 3.1693 -1.6191 0.9973
H -3.6147 -0.5268 0.5074
H -3.6225 0.8680 1.1433
O -4.0305 -0.0018 1.1982
```

Copy entry 3 word for word.
Formula: C3H15NO3S
Source: OMol25
Level of theory: ωB97M-V/def2-TZVPD

The SMILES is CNCCS.O.O.O. The energy above the lowest of the compared OMol25 structures with the same formula, charge and spin comes out at 0.918 eV. The HOMO-LUMO gap is 0.3560 Ha. The calculation puts the maximum force at 1.35 eV/A.

Structure (XYZ):
```
23
C3H15NO3S ωB97M-V/def2-TZVPD
C 1.2667 -2.0203 1.0163
N 0.3504 -0.9664 0.5486
C -0.2871 -1.3456 -0.7069
C -0.9105 -0.1518 -1.4616
S -2.5500 -0.5868 -2.1058
H 2.0387 -2.0932 0.2541
H 0.8057 -2.9918 1.2164
H 1.7091 -1.6609 1.9359
H -0.3575 -0.8277 1.2640
H 0.4822 -1.8356 -1.3201
H -0.9218 -2.2366 -0.6144
H -0.9008 0.7185 -0.8112
H -0.2253 0.0496 -2.2801
H -2.9202 -1.4413 -1.1666
H 0.2742 1.5556 1.9780
H -1.3179 1.6226 2.1585
O -0.4621 1.6748 2.5825
H -1.4096 3.0001 0.1669
H 0.0748 2.9427 0.5727
O -0.5317 3.2889 -0.0767
H 2.5436 1.4303 -1.5126
H 1.4287 0.5049 -0.7474
O 1.8205 1.3698 -0.8901
```

What is the formula in the fourth record?
C3H15NO4

What did the eighth record say?
Formula: C3H15NO4
Source: OMol25
Level of theory: ωB97M-V/def2-TZVPD

The SMILES is C[C@H](N)CO.O.O.O. The energy above the lowest of the compared OMol25 structures with the same formula, charge and spin comes out at 1.389 eV. The HOMO-LUMO gap is 0.3655 Ha. The calculation puts the maximum force at 2.74 eV/A.

Structure (XYZ):
```
23
C3H15NO4 ωB97M-V/def2-TZVPD
C 0.8043 0.8676 1.0413
O 1.5969 -0.2116 0.5709
C 0.5247 1.8367 -0.1101
C 0.2906 3.2749 0.3077
N -0.6469 1.4434 -0.9664
H 1.5142 1.4111 1.6605
H -0.1880 0.5980 1.4168
H 1.5528 -0.4754 -0.3543
H 1.2974 1.7240 -0.8774
H 0.4699 3.9711 -0.5149
H -0.6828 3.5576 0.7006
H 0.9695 3.5687 1.1188
H -1.1697 0.6244 -0.6890
H -0.3151 1.2494 -1.8999
H -0.8615 -2.2338 -1.6063
H 0.1541 -2.0751 -0.5025
O -0.0145 -1.8107 -1.4239
H 1.7022 -2.1274 0.9973
H 0.4217 -2.3615 1.8465
O 1.0007 -2.7583 1.1931
H -2.3015 -1.0590 -0.4139
H -3.8072 -1.1477 -0.8004
O -3.0631 -1.6461 -0.4554
```

Repeat the fourth record exactly.
Formula: C3H15NO4
Source: OMol25
Level of theory: ωB97M-V/def2-TZVPD

The SMILES is C[C@H](O)CN.O.O.O. The energy above the lowest of the compared OMol25 structures with the same formula, charge and spin comes out at 1.389 eV. The HOMO-LUMO gap is 0.3827 Ha. The calculation puts the maximum force at 2.81 eV/A.

Structure (XYZ):
```
23
C3H15NO4 ωB97M-V/def2-TZVPD
C -1.2327 0.6040 0.3702
C 0.3523 0.4350 0.7414
C 0.8154 1.8133 1.2427
O 1.0993 0.1030 -0.4433
N -1.9393 -0.5936 -0.1024
H -1.8826 1.0438 1.1468
H -1.2881 1.2771 -0.4775
H 0.5421 -0.3544 1.4461
H 0.9070 2.0572 2.2858
H 1.8716 1.9069 0.8775
H 0.3530 2.6025 0.6422
H 0.4597 -0.5702 -0.8047
H -2.7288 -0.4000 -0.7143
H -2.3166 -1.1899 0.6160
H 1.6978 -4.4951 3.7567
H 3.0555 -5.0205 3.2339
O 2.1962 -5.2929 3.5652
H 0.2885 3.2517 -3.3019
H -0.1465 4.6826 -3.6781
O -0.0746 3.7862 -4.0155
H -0.4942 -1.5726 -2.8418
H -1.0533 -1.8607 -1.4215
O -0.4817 -2.2134 -2.1236
```